The following is a quantum chemistry calculation of a 10-piece molecular cluster, C38H76O18S5 overall at a distorted geometry, from OMol25.

XYZ file:
```
137
Properties=species:S:1:pos:R:3:forces:R:3:mulliken_charge:R:1
O -6.623020 -0.375263 -3.505912 2.768 1.231 0.592 -0.67
S -5.479986 0.472594 -3.053132 -0.761 0.826 0.724 0.96
O -4.744242 0.225766 -1.801706 -0.717 -0.374 -1.864 -0.43
C -4.305546 1.030208 -4.492569 -1.887 -1.111 -0.902 -0.96
C -4.360632 2.546469 -4.515292 0.046 -0.517 1.369 0.24
C -5.850393 2.893609 -4.123392 0.550 0.872 -1.240 -0.93
C -6.197335 2.167861 -2.860033 0.279 -0.402 -0.272 -0.64
H -4.890540 0.724094 -5.359853 -0.128 -0.489 -0.033 0.49
H -3.360581 0.495731 -4.589946 -0.058 0.213 0.783 0.40
H -3.602846 2.785764 -3.769239 -0.445 0.912 0.620 -0.37
H -3.918891 2.974168 -5.415319 -0.686 -0.143 -0.371 0.45
H -6.567309 2.648236 -4.906926 0.367 -0.692 -0.397 0.34
H -6.073667 3.958218 -4.053731 0.569 0.226 0.448 0.40
H -7.272587 2.032733 -2.743128 0.167 0.006 0.222 0.45
H -5.734806 2.719232 -2.041407 -0.064 -0.603 0.356 0.30
O -4.905080 0.785327 5.151029 0.987 0.652 -0.202 -0.69
S -3.732506 1.252804 4.422695 0.725 -1.027 -2.374 1.07
O -3.864165 2.278747 3.379184 0.004 -0.374 1.594 -0.63
C -2.268369 1.513331 5.472000 -0.748 -0.064 -0.210 -0.90
C -1.085917 0.920543 4.683424 0.922 1.248 1.583 -0.69
C -1.486524 -0.437101 4.184415 -1.127 1.512 -1.771 0.91
C -2.916242 -0.155315 3.539812 -0.025 -1.889 1.640 -0.69
H -2.437109 0.869498 6.335197 -0.129 0.062 0.135 0.36
H -2.307033 2.553411 5.795804 0.508 -0.007 -0.182 0.50
H -0.649639 1.561702 3.917482 -0.573 0.121 -0.272 0.26
H -0.268780 0.822975 5.398169 0.133 -0.050 0.151 0.33
H -1.457191 -1.177215 4.984088 -0.284 -0.102 -0.191 0.36
H -0.796232 -0.658462 3.370407 -0.047 -0.580 0.109 -0.81
H -3.503128 -1.022275 3.843222 -0.476 0.073 -0.352 0.33
H -2.968249 -0.098324 2.452543 0.197 0.455 0.219 0.35
O 1.456673 -1.098013 6.258640 -0.225 -1.885 -1.306 -0.74
S 1.366046 -2.435203 5.628150 -1.040 -0.049 0.402 1.42
O 0.254429 -3.327537 5.998053 0.743 1.172 -0.539 -0.73
C 1.596666 -2.388886 3.820349 0.547 0.477 -0.136 0.86
C 2.728502 -3.398178 3.439759 -0.891 0.006 0.440 0.32
C 3.663375 -3.557890 4.655840 -0.424 -0.075 -0.485 -0.65
C 2.845529 -3.362088 5.919424 0.737 0.704 1.296 -0.94
H 1.935680 -1.360952 3.691790 0.208 0.104 -0.234 -0.18
H 0.663270 -2.472316 3.263658 -0.018 -0.403 0.267 -0.65
H 2.333672 -4.390793 3.223130 -0.473 0.116 -0.063 0.46
H 3.245171 -3.080456 2.534110 0.021 0.231 0.158 -0.54
H 4.458096 -2.813583 4.605477 0.078 -0.124 0.123 0.30
H 4.080171 -4.564920 4.638913 0.284 0.181 0.044 0.35
H 3.397131 -2.709412 6.596063 0.053 -0.232 0.280 0.38
H 2.489444 -4.220570 6.488899 0.295 -0.247 -0.366 0.39
O 4.780966 3.719655 0.180294 0.033 1.016 -2.067 -0.53
S 4.709441 4.177792 -1.230102 -0.225 0.353 -0.515 0.94
O 5.921065 4.640906 -1.963033 -2.063 -0.883 1.489 -0.66
C 3.816102 2.850013 -2.220383 1.962 0.171 1.029 -0.66
C 2.502331 3.382298 -2.629722 -0.805 0.970 -0.393 0.02
C 2.613854 4.904699 -2.825870 0.166 0.158 0.229 -0.51
C 3.263518 5.450059 -1.535575 1.135 -0.986 0.017 -0.89
H 3.760524 1.976579 -1.570674 0.074 0.028 -0.098 0.13
H 4.470142 2.668986 -3.073352 0.039 -0.069 0.077 0.41
H 2.270658 2.892264 -3.575395 -0.668 -0.011 0.178 0.59
H 1.755302 3.237366 -1.849316 -0.133 -0.496 -0.207 -0.22
H 1.655740 5.377226 -3.042279 -0.204 -0.112 0.492 0.17
H 3.157746 5.115587 -3.746627 0.669 0.137 0.266 0.37
H 2.662945 5.326017 -0.634455 -0.300 -0.143 -0.177 0.37
H 3.626302 6.477819 -1.549923 0.306 -0.251 -0.208 0.49
O -2.874183 -2.708624 1.573675 0.580 -1.469 0.145 -0.64
S -2.277827 -3.964505 2.044794 -1.137 0.995 -0.455 1.30
O -0.833626 -4.132921 1.868888 -1.058 -0.180 0.223 -0.67
C -2.742498 -4.190937 3.784846 -0.199 -0.815 -0.073 -0.53
C -3.875541 -5.297264 3.830441 0.349 1.242 0.253 -0.67
C -3.423964 -6.281988 2.789770 0.673 0.347 -1.518 -0.57
C -3.162207 -5.496428 1.440814 0.279 0.198 1.030 -0.86
H -2.916393 -3.228575 4.266228 -0.222 -0.087 -0.265 0.14
H -1.796561 -4.584267 4.157128 -0.151 -0.202 0.540 0.37
H -3.969926 -5.746823 4.818920 0.498 -0.050 0.053 0.36
H -4.893086 -4.950053 3.651129 0.170 0.592 -0.378 0.34
H -4.147059 -7.067143 2.568928 0.284 -0.202 0.304 0.37
H -2.457240 -6.625230 3.158182 -0.088 -0.768 -0.261 0.27
H -4.114486 -5.316820 0.941793 0.098 0.658 0.139 0.39
H -2.499122 -5.952693 0.705807 0.103 -0.211 0.338 0.36
C 6.100119 -5.346914 1.906035 -0.320 0.744 0.729 -1.08
C 6.030411 -4.104537 1.026060 0.480 -1.022 0.151 -0.21
O 4.932564 -4.241323 0.103234 0.597 -1.384 -0.162 -0.38
C 4.037859 -3.298794 -0.088963 -1.625 0.267 -1.455 0.74
C 2.873816 -3.685629 -1.046806 1.264 -0.467 0.403 -1.08
O 4.102257 -2.211048 0.380014 0.256 1.705 1.175 -0.46
H 6.903102 -5.139904 2.613467 0.049 -0.098 0.198 0.36
H 6.341374 -6.304785 1.445187 -0.313 0.261 -0.382 0.35
H 5.171035 -5.382435 2.474927 -0.009 -0.486 0.082 0.18
H 5.960376 -3.214822 1.651844 -0.234 0.063 -0.328 0.27
H 6.987005 -4.131257 0.504212 -0.279 0.691 -0.622 0.37
H 2.469124 -2.843231 -1.607779 0.540 0.191 0.150 0.21
H 2.032080 -4.076845 -0.475383 0.194 -0.391 0.063 0.21
H 3.310730 -4.423215 -1.719984 -0.548 -0.196 -0.096 0.51
C -2.235093 2.339439 -0.678231 0.724 -0.520 0.166 -1.08
C -0.782705 1.895281 -0.539060 -0.034 2.683 -0.373 -0.17
O -0.640839 0.603756 -0.086969 -1.034 -1.547 0.565 0.19
C 0.377564 -0.125520 -0.456175 2.111 -1.157 -0.493 0.08
C 0.487017 -1.430075 0.319604 0.223 0.386 -0.264 0.97
O 1.245366 0.196531 -1.256895 -0.950 0.263 0.342 -0.60
H -2.634578 1.872598 -1.578548 -0.502 0.038 0.245 0.01
H -2.221375 3.425291 -0.772205 -0.112 0.021 -0.127 0.45
H -2.785575 2.087467 0.228183 -0.262 -0.097 -0.229 0.26
H -0.283585 2.073244 -1.491586 0.236 -0.333 -0.009 0.23
H -0.300328 2.523228 0.210001 0.198 0.184 0.005 0.24
H -0.406612 -2.052668 0.275979 -0.033 0.252 0.285 0.31
H 0.741539 -1.124508 1.334472 -0.411 -0.172 0.264 -0.28
H 1.354854 -1.990671 -0.027791 -0.247 0.248 -0.137 -0.63
C -1.173344 4.841171 -3.708510 0.510 1.124 -0.582 -0.35
C -1.666979 5.124878 -5.106059 -1.096 -1.354 -0.193 -0.44
O -0.854589 6.039061 -5.844073 -0.063 -0.268 -0.179 -0.35
C -0.044352 5.586380 -6.813236 2.061 -1.691 -1.181 0.74
C 0.454443 6.687509 -7.733927 -0.332 0.509 0.918 -1.02
O 0.366043 4.432559 -7.022489 -1.819 2.215 1.327 -0.57
H -1.128185 5.831405 -3.255173 0.181 -0.126 0.571 0.36
H -0.160181 4.448685 -3.795406 -0.131 -0.308 0.385 -0.11
H -1.857764 4.211182 -3.140366 0.181 -0.081 -0.153 0.05
H -1.800610 4.192310 -5.654294 0.447 -0.032 -0.275 0.38
H -2.678613 5.528115 -5.060241 0.121 0.516 -0.060 0.39
H 1.497909 6.490348 -7.979687 -0.372 -0.210 -0.481 0.30
H 0.420845 7.679588 -7.283627 -0.117 -0.087 0.299 0.32
H -0.248046 6.748942 -8.565088 0.405 -0.252 -0.359 0.27
C 3.929902 2.220198 3.819270 -1.414 -0.558 -0.981 -1.37
C 2.984995 1.711455 2.709120 -2.710 3.082 -0.467 0.90
C 3.372165 0.710681 1.734058 0.876 -1.104 0.250 -0.35
O 1.883544 2.256230 2.518525 1.305 -0.509 1.083 -0.59
H 3.357156 2.970604 4.364206 0.124 -0.238 0.205 0.34
H 4.804132 2.709142 3.389442 0.183 -0.423 0.025 0.34
H 4.127204 1.321553 4.403755 0.578 0.346 0.391 0.32
H 4.156929 1.201753 1.158647 0.348 -0.474 -0.209 0.58
H 2.566742 0.369360 1.083745 0.096 0.311 0.165 -0.36
H 3.742596 -0.122736 2.330960 0.589 -0.407 -0.554 0.12
C -1.021264 -1.878991 -2.809809 -0.132 0.164 0.206 -0.44
C -1.963843 -2.223314 -3.948231 0.948 0.235 -0.466 0.55
C -1.338738 -2.835871 -5.195840 0.598 0.460 0.178 -1.33
O -3.109900 -1.876433 -3.938308 -0.915 0.103 0.068 -0.50
H -0.402070 -1.029065 -3.096748 0.249 -0.088 -0.385 0.23
H -0.355622 -2.697294 -2.535217 0.000 -0.030 -0.038 0.31
H -1.555807 -1.500227 -1.938668 -0.332 -0.403 -0.020 0.14
H -1.972837 -2.782981 -6.080835 -0.298 -0.423 0.377 0.35
H -0.895026 -3.811953 -4.999670 -0.366 -0.209 -0.087 0.38
H -0.472563 -2.224158 -5.448142 0.207 0.197 0.090 0.34
```
Positions in Å, forces in eV/Å.

Computed properties:
LUMO level, eV: 0.210
HOMO level, eV: -9.2
SMILES: O=S1(=O)CCCC1.O=S1(=O)CCCC1.O=S1(=O)CCCC1.O=S1(=O)CCCC1.O=S1(=O)CCCC1.CCOC(C)=O.CCOC(C)=O.CCOC(C)=O.CC(C)=O.CC(C)=O
HOMO-LUMO gap, eV: 9.4